Record 1
This record from OMol25 describes C29H48IrNS3 as an isolated structure in a non-equilibrium geometry. The level of theory is wB97M-V/def2-TZVPD.

```
82
Properties=species:S:1:pos:R:3
Ir 0.583 0.136 0.072
C -1.293 1.047 1.337
C -1.301 -0.369 1.345
C -1.847 -0.774 0.024
C -2.074 0.433 -0.714
C -1.913 1.546 0.114
C -2.565 2.868 -0.054
C -2.958 3.148 -1.505
C -3.860 2.711 0.807
C -1.772 4.050 0.521
C -2.485 -2.026 -0.529
C -3.972 -1.902 -0.075
C -2.493 -2.012 -2.079
C -1.962 -3.395 -0.071
C -0.988 -1.152 2.624
C -0.509 -0.200 3.732
C -2.248 -1.850 3.163
C 0.156 -2.158 2.371
H -1.096 1.659 2.203
H -2.472 0.469 -1.714
H -3.662 2.407 -1.885
H -2.084 3.180 -2.159
H -3.449 4.118 -1.560
H -4.443 1.842 0.499
H -4.469 3.602 0.657
H -3.628 2.625 1.870
H -0.879 4.245 -0.069
H -1.500 3.896 1.567
H -2.396 4.941 0.476
H -4.412 -0.957 -0.399
H -4.077 -1.980 1.006
H -4.530 -2.711 -0.545
H -3.264 -1.354 -2.477
H -2.722 -3.012 -2.441
H -1.541 -1.708 -2.524
H -1.937 -3.509 1.006
H -0.976 -3.631 -0.473
H -2.643 -4.157 -0.447
H -1.286 0.512 4.014
H 0.394 0.344 3.444
H -0.279 -0.784 4.621
H -3.031 -1.116 3.361
H -2.006 -2.339 4.106
H -2.650 -2.604 2.495
H 0.994 -1.650 1.869
H -0.158 -3.008 1.769
H 0.528 -2.537 3.323
C 4.621 0.584 1.546
C 4.698 0.312 0.045
S 3.124 0.042 -0.863
C 2.999 1.508 -1.926
C 2.692 2.753 -1.139
S 1.101 2.612 -0.251
C 1.556 3.163 1.434
C 2.352 2.145 2.243
S 4.152 2.288 1.966
H 5.626 0.475 1.955
H 3.968 -0.121 2.058
H 5.247 -0.618 -0.121
H 5.228 1.112 -0.472
H 2.212 1.271 -2.644
H 3.942 1.612 -2.466
H 2.605 3.613 -1.806
H 3.459 2.955 -0.394
H 0.604 3.375 1.922
H 2.090 4.108 1.323
H 2.030 1.131 2.000
H 2.191 2.321 3.307
N 0.832 -1.922 -1.052
C 1.702 -2.147 -2.153
C 2.821 -2.971 -2.009
C 3.611 -3.246 -3.108
C 3.303 -2.689 -4.347
C 2.206 -1.839 -4.483
C 1.409 -1.563 -3.389
H 0.999 -2.597 -0.311
H -0.136 -1.979 -1.344
H 3.039 -3.420 -1.046
H 4.463 -3.905 -3.009
H 3.913 -2.922 -5.208
H 1.975 -1.408 -5.447
H 0.544 -0.913 -3.487
```

Results
- total charge = +3
- frontier orbital gap (spin up / spin down) (eV) = 5.3 / 5.6
- spin multiplicity = 2
- relative energy (zero: lowest compared OMol25 entry of this formula, charge and spin) (kJ/mol) = 283.6
- highest occupied orbital energy (spin up / spin down) (eV) = -16.8914 / -16.9211

Mulliken atomic charge list, values in e, 6 entries: atom 1 (Ir): 1.89, atom 2 (C): -0.80, atom 3 (C): -0.11, atom 4 (C): 0.14, atom 5 (C): -0.42, atom 6 (C): 0.17

=====

Record 2
This record from OMol25 describes a 3-piece molecular cluster, C29H48N3O6 overall in a non-equilibrium geometry. The level of theory is wB97M-V/def2-TZVPD.

```
86
Properties=species:S:1:pos:R:3
C -2.103 5.406 -2.263
C -1.386 3.988 -2.100
C 0.027 4.210 -1.369
C 1.082 3.140 -1.869
C 2.178 3.850 -2.785
C 1.809 2.335 -0.724
C 2.113 3.134 0.583
N 1.206 2.804 1.712
C 0.878 1.476 1.816
N 0.070 1.105 2.861
N 1.261 0.437 0.905
C 2.669 -0.020 1.122
C 2.782 -1.255 2.127
O 1.508 -1.751 2.531
C 1.027 0.997 -0.453
C 1.197 -0.056 -1.613
C 0.120 -1.213 -1.442
C 0.895 -2.588 -1.499
O -0.854 -1.205 -2.482
C -1.725 -0.084 -2.404
C -2.809 -0.185 -1.285
C -3.772 0.902 -1.202
C -4.860 0.943 -0.253
C -4.990 -0.173 0.668
C -4.019 -1.237 0.622
C -2.932 -1.265 -0.330
H -3.004 5.416 -1.594
H -2.470 5.514 -3.310
H -1.461 6.253 -1.930
H -1.278 3.462 -3.075
H -1.987 3.374 -1.374
H -0.197 4.176 -0.276
H 0.385 5.210 -1.724
H 0.528 2.452 -2.563
H 1.754 3.845 -3.826
H 2.357 4.895 -2.440
H 3.130 3.265 -2.844
H 2.809 2.030 -1.142
H 2.065 4.241 0.425
H 3.170 2.915 0.891
H 0.381 3.411 1.747
H -0.942 1.108 2.734
H 0.430 0.857 3.779
H 3.237 -0.235 0.192
H 3.215 0.824 1.632
H 3.391 -0.921 3.014
H 3.397 -2.058 1.636
H 1.618 -2.664 2.847
H -0.067 1.282 -0.482
H 2.218 -0.502 -1.664
H 1.005 0.398 -2.622
H -0.290 -1.131 -0.406
H 0.205 -3.400 -1.844
H 1.329 -2.861 -0.499
H 1.756 -2.544 -2.218
H -1.211 0.905 -2.292
H -2.271 -0.043 -3.385
H -3.680 1.762 -1.909
H -5.545 1.814 -0.269
H -5.832 -0.206 1.396
H -4.127 -2.068 1.350
H -2.181 -2.087 -0.365
O -8.004 -2.571 -1.850
C -7.107 -3.256 -2.249
O -7.280 -4.321 -3.075
C -6.024 -4.987 -3.272
C -4.967 -3.946 -2.958
C -5.647 -3.108 -1.888
H -5.976 -5.846 -2.598
H -5.956 -5.343 -4.300
H -4.018 -4.379 -2.641
H -4.778 -3.331 -3.841
H -5.486 -3.514 -0.888
H -5.336 -2.066 -1.934
O 6.885 -2.700 2.734
C 6.633 -2.348 3.850
O 5.806 -1.304 4.140
C 5.804 -1.075 5.559
C 6.251 -2.386 6.176
C 7.197 -2.936 5.120
H 6.492 -0.256 5.780
H 4.802 -0.792 5.882
H 6.708 -2.266 7.157
H 5.394 -3.056 6.284
H 8.217 -2.572 5.258
H 7.179 -4.023 5.089
```

Results
- total charge = +1
- frontier orbital gap (eV) = 6.7
- highest occupied orbital energy (eV) = -11.2679

Mulliken atomic charge list, values in e, 6 entries: atom 1 (C): -1.21, atom 2 (C): 0.11, atom 3 (C): -0.48, atom 4 (C): 0.74, atom 5 (C): -1.42, atom 6 (C): 0.19